No. 1
54
Properties=species:S:1:pos:R:3 method="wB97M-V/def2-TZVPD" lumo_ev="0.1887 / -0.2955" multiplicity=2 e_tot_ha=-2915.7449 homo_lumo_gap_ev="7.9 / 6.4" e_homo_ev="-7.709 / -6.688" e_above_lowest_kcal_mol=0.0
V -0.8020 0.1021 -0.5899
C 0.4825 -0.9215 -2.1415
C -0.7855 -0.6085 -2.6936
C -0.9508 0.8030 -2.6692
C 0.2214 1.3714 -2.0773
C 1.0977 0.2956 -1.7466
C 2.4642 0.4355 -1.1521
C 0.5640 2.8250 -1.9893
C -2.0757 1.5452 -3.3229
C -1.7660 -1.5613 -3.3085
C 1.1134 -2.2745 -2.0140
H 2.7400 -0.4456 -0.5718
H 2.5230 1.2986 -0.4885
H 3.2104 0.5671 -1.9398
H -0.3286 3.4487 -2.0201
H 1.2040 3.1117 -2.8277
H 1.1003 3.0570 -1.0681
H -3.0196 1.0129 -3.2059
H -1.8823 1.6596 -4.3930
H -2.2013 2.5383 -2.8944
H -2.7562 -1.4617 -2.8624
H -1.4498 -2.5955 -3.1838
H -1.8572 -1.3650 -4.3790
H 1.5181 -2.4333 -1.0120
H 1.9412 -2.3738 -2.7193
H 0.4026 -3.0732 -2.2227
C -1.2614 -3.8186 2.6763
N -1.9141 -2.8699 1.7879
C -2.9286 -1.9989 2.1182
C -3.0878 -1.1797 1.0468
N -2.1957 -1.5412 0.0581
C -1.5238 -2.5685 0.5469
H -1.8452 -3.8979 3.5887
H -0.2602 -3.4589 2.9129
H -1.2054 -4.7976 2.2043
H -3.4117 -2.0239 3.0785
H -3.7701 -0.3587 0.9172
H -0.7145 -3.0788 0.0509
Cl 3.7612 4.5817 3.7753
C 2.9135 3.1468 3.2821
C 1.8872 3.2488 2.3570
C 1.2259 2.0989 1.9546
C 1.5784 0.8615 2.4834
C 2.5991 0.7834 3.4234
C 3.2767 1.9233 3.8228
C 0.8931 -0.4081 2.0543
O 1.0581 -1.4460 2.6792
O 0.1446 -0.3247 1.0047
H 1.6107 4.2160 1.9601
H 0.4223 2.1628 1.2311
H 2.8508 -0.1850 3.8339
H 4.0772 1.8711 4.5476
S -2.9313 2.6391 0.2233
C -1.9571 1.4650 -0.1259



No. 2
17
Properties=species:S:1:pos:R:3 method="wB97M-V/def2-TZVPD" total_charge=+6 lumo_ev="-23.8985 / -23.8986" multiplicity=2 e_tot_ha=-862.2497 homo_lumo_gap_ev="6.3 / 6.0" e_homo_ev="-30.174 / -29.926"
Pb 10.9107 -15.1004 23.3166
Pb 13.2685 -11.5474 23.1403
Pb 14.3990 -15.1407 25.1941
O 13.3114 -14.3189 23.0025
H 13.4669 -14.9046 22.2361
C 13.6846 -18.6618 17.2203
C 12.7657 -17.6571 18.0367
C 12.6925 -17.9173 19.5131
C 12.1430 -16.8733 20.3172
N 11.7719 -15.9508 21.0013
H 13.9271 -18.2898 16.2249
H 13.3098 -19.6770 17.0900
H 14.6910 -18.6335 17.6380
H 11.7003 -17.6444 17.8068
H 13.0077 -16.6158 17.8238
H 13.7085 -18.0390 19.8887
H 12.0385 -18.7381 19.8074



No. 3
28
Properties=species:S:1:pos:R:3 method="wB97M-V/def2-TZVPD" smiles="C#CCN[C@]1([N+](=O)[O-])CCc2ccccc21" lumo_ev=0.0997 multiplicity=1 e_tot_ha=-724.2516 homo_lumo_gap_ev=9.5 e_homo_ev=-9.450 e_above_lowest_kcal_mol=171.7
C 4.0316 1.3165 0.0478
C 3.4053 0.3059 0.1324
C -3.6543 -0.6692 -0.6007
C -2.8278 -1.0906 -1.6321
C -3.1746 0.0125 0.5143
C -1.4975 -0.8884 -1.5076
C -1.8107 0.2301 0.6445
C -0.9879 -0.3152 -0.3325
C -0.9265 1.1023 1.5352
C 0.4714 0.5054 1.2950
C 0.5013 -0.0622 -0.1691
C 2.7292 -0.9949 0.4676
N 1.4389 -1.3348 -0.1637
N 0.8783 0.9353 -1.1039
O 1.4119 0.5669 -2.1386
O 0.6509 2.1034 -0.8025
H 4.4366 2.1867 -0.0592
H -4.7237 -1.0260 -0.4493
H -3.1332 -1.5256 -2.5334
H -3.8524 0.4545 1.2631
H -0.8294 -1.4444 -2.1609
H -0.9295 2.0804 1.1283
H -1.1942 1.0776 2.5938
H 1.3407 1.1892 1.4999
H 0.6722 -0.3378 1.8961
H 2.6209 -0.8997 1.6290
H 3.3366 -1.8819 0.1738
H 1.6157 -1.5959 -1.1675